Below is a molecular structure, C24H37Br2GeN3O2PtSi3 in a non-equilibrium geometry, with properties calculated with the ωB97M-V functional and the def2-TZVPD basis.

Values from the calculation:
Charge: +1
HOMO-LUMO gap (spin up / spin down) in eV: 4.9 / 5.3
HOMO (spin up / spin down) in eV: -10.381 / -10.402
Total energy in hartree: -9464.05867
Molar mass in g/mol: 911.33
LUMO energy (spin up / spin down) in eV: -5.5 / -5.1
<S²>: 1.11
2S+1: 2
Energy above the lowest of the compared OMol25 structures with the same formula, charge and spin in kJ/mol: 115.4

Element x y z (Å)
Pt  0.187  0.400  0.206
Br  -0.026  5.572  1.076
C  -0.241  4.165  2.316
C  -0.412  4.461  3.669
C  -0.582  3.461  4.589
Br  -0.776  3.922  6.419
C  -0.612  2.111  4.182
C  -0.718  1.009  5.055
C  -0.731  -0.267  4.553
C  -0.625  -0.456  3.172
N  -0.507  0.554  2.335
C  -0.489  1.828  2.798
C  -0.270  2.857  1.823
O  -0.117  2.565  0.568
H  -0.400  5.494  3.988
H  -0.775  1.178  6.122
H  -0.817  -1.124  5.206
H  -0.638  -1.451  2.742
C  4.959  -2.201  -1.561
Si  3.110  -1.846  -1.609
C  2.569  -1.299  -3.332
C  2.124  -3.328  -0.974
Ge  2.453  -0.040  -0.054
Si  3.558  -0.441  2.098
C  3.020  0.907  3.306
C  2.946  -2.138  2.680
C  5.430  -0.447  1.870
Si  3.309  2.157  -0.978
C  3.280  3.418  0.408
C  5.055  1.711  -1.523
C  2.140  2.557  -2.397
H  5.214  -2.934  -2.330
H  5.260  -2.615  -0.598
H  5.553  -1.305  -1.748
H  2.500  -2.149  -4.013
H  3.287  -0.594  -3.758
H  1.594  -0.811  -3.299
H  2.149  -4.167  -1.674
H  1.080  -3.048  -0.814
H  2.529  -3.675  -0.022
H  1.946  1.085  3.229
H  3.528  1.852  3.108
H  3.246  0.621  4.336
H  1.896  -2.288  2.421
H  3.044  -2.239  3.764
H  3.526  -2.942  2.221
H  5.814  0.553  1.663
H  5.731  -1.103  1.052
H  5.915  -0.805  2.781
H  4.009  3.200  1.188
H  2.287  3.437  0.852
H  3.487  4.418  0.019
H  5.627  1.248  -0.718
H  5.585  2.616  -1.831
H  5.040  1.025  -2.372
H  1.109  2.477  -2.050
H  2.279  1.874  -3.236
H  2.294  3.577  -2.758
N  -3.922  -4.010  0.186
C  -4.602  -2.838  0.147
O  -5.790  -2.765  0.373
C  -3.816  -1.590  -0.172
C  -4.545  -0.408  -0.286
C  -3.890  0.770  -0.592
C  -2.515  0.743  -0.740
N  -1.797  -0.384  -0.587
C  -2.442  -1.525  -0.327
H  -4.457  -4.841  0.372
H  -2.975  -4.119  -0.124
H  -5.615  -0.458  -0.134
H  -4.425  1.701  -0.709
H  -1.963  1.641  -0.984
H  -1.811  -2.402  -0.249



Below is a molecular structure, C2H4NP in a non-equilibrium geometry, with properties calculated with the ωB97M-V functional and the def2-TZVPD basis.

Values from the calculation:
HOMO-LUMO gap in eV: 8.4
HOMO in eV: -8.688
Total energy in hartree: -474.60136
Molar mass in g/mol: 73.03
LUMO energy in eV: -0.3
Energy above the lowest of the compared OMol25 structures with the same formula, charge and spin in kJ/mol: 189.9

Element x y z (Å)
C  -0.160  0.697  0.038
C  0.399  -0.699  0.436
N  -0.909  0.496  -1.159
P  -0.550  -0.981  -1.633
H  -0.773  1.351  0.892
H  0.772  1.171  -0.308
H  1.473  -0.731  0.620
H  -0.251  -1.305  1.114



Below is C2H2N2O3 in the gas phase in a non-equilibrium geometry, with properties calculated with the ωB97M-V functional and the def2-TZVPD basis.

Values from the calculation:
HOMO-LUMO gap in eV: 11.6
HOMO in eV: -12.036
Total energy in hartree: -412.50418
Molar mass in g/mol: 102.05
LUMO energy in eV: -0.5
Structure (SMILES): N#C[C@@H](O)[N+](=O)[O-]
Energy above the lowest of the compared OMol25 structures with the same formula, charge and spin in kJ/mol: 385.4

Element x y z (Å)
N  0.437  2.535  0.227
C  0.456  1.419  -0.075
C  0.421  -0.022  -0.357
O  1.272  -0.815  0.415
N  -0.967  -0.440  -0.039
O  -1.843  0.110  -0.582
O  -1.175  -1.158  0.877
H  0.574  -0.168  -1.410
H  0.824  -1.461  0.944



Below is a molecular structure, C33H36CrN8O8V in a non-equilibrium geometry, with properties calculated with the ωB97M-V functional and the def2-TZVPD basis.

Values from the calculation:
Charge: +2
HOMO-LUMO gap (spin up / spin down) in eV: 8.3 / 9.8
HOMO (spin up / spin down) in eV: -12.760 / -14.419
Total energy in hartree: -4307.06243
Molar mass in g/mol: 775.64
LUMO energy (spin up / spin down) in eV: -4.4 / -4.6
<S²>: 8.77
2S+1: 6

Element x y z (Å)
O  -16.580  4.810  3.424
V  -16.904  3.357  3.890
Cr  -17.081  2.004  9.185
C  -17.388  2.728  6.225
O  -18.265  3.011  5.299
O  -16.204  2.833  5.765
O  -17.729  2.305  7.352
N  -18.449  2.676  2.655
C  -19.423  1.840  2.926
C  -20.559  1.763  2.211
C  -20.695  2.425  1.013
C  -19.641  3.275  0.660
C  -18.509  3.400  1.484
H  -19.380  1.386  3.875
H  -21.376  1.117  2.462
H  -21.617  2.386  0.455
H  -19.639  3.849  -0.283
H  -17.563  3.977  1.253
N  -18.368  0.062  9.112
C  -18.309  -0.536  7.886
C  -18.817  -1.812  7.667
C  -19.621  -2.312  8.681
C  -19.752  -1.662  9.908
C  -19.063  -0.489  10.091
H  -17.834  0.007  7.094
H  -18.848  -2.283  6.691
H  -20.220  -3.225  8.492
H  -20.367  -2.128  10.648
H  -19.107  0.001  11.106
N  -15.039  2.447  3.064
C  -14.880  1.765  1.896
C  -13.596  1.384  1.453
C  -12.494  1.597  2.294
C  -12.712  2.220  3.536
C  -13.957  2.636  3.854
H  -15.690  1.777  1.212
H  -13.447  1.060  0.462
H  -11.526  1.451  1.879
H  -11.863  2.504  4.205
H  -14.206  3.208  4.746
N  -16.209  2.211  11.171
C  -16.833  2.313  12.371
C  -16.252  2.748  13.552
C  -14.976  3.200  13.544
C  -14.296  3.120  12.357
C  -14.909  2.600  11.258
H  -17.883  2.086  12.195
H  -16.928  2.843  14.393
H  -14.433  3.485  14.409
H  -13.304  3.560  12.288
H  -14.301  2.397  10.356
N  -15.440  0.850  8.713
C  -15.284  -0.270  9.427
C  -14.487  -1.346  9.185
C  -13.761  -1.258  7.960
C  -13.840  -0.109  7.243
C  -14.715  0.903  7.561
H  -15.879  -0.305  10.306
H  -14.460  -2.208  9.877
H  -13.114  -2.057  7.639
H  -13.341  -0.088  6.284
H  -14.904  1.761  6.888
N  -18.638  3.274  9.884
C  -19.897  2.898  9.885
C  -20.973  3.747  10.330
C  -20.584  5.044  10.521
C  -19.299  5.483  10.578
C  -18.337  4.584  10.146
H  -20.024  1.865  9.572
H  -22.013  3.428  10.450
H  -21.339  5.808  10.701
H  -19.082  6.513  10.744
H  -17.236  4.939  9.988
C  -15.752  -1.715  3.760
N  -16.857  -0.707  4.056
O  -17.787  -1.127  4.715
O  -16.792  0.408  3.674
H  -14.886  -1.318  4.344
H  -15.420  -1.577  2.679
H  -16.145  -2.714  3.991
C  -20.952  -2.384  3.283
N  -19.532  -2.925  3.412
O  -18.716  -2.467  2.660
O  -19.228  -3.761  4.271
H  -21.288  -2.340  4.349
H  -21.530  -3.061  2.660
H  -20.784  -1.390  2.833



Below is C21H30N2O5 in the gas phase, with properties calculated with the ωB97M-V functional and the def2-TZVPD basis.

Values from the calculation:
HOMO-LUMO gap in eV: 8.8
HOMO in eV: -8.395
Total energy in hartree: -1303.91847
Molar mass in g/mol: 390.48
LUMO energy in eV: 0.4
Structure (SMILES): COCCN1C[C@@H](C(=O)N2CCC(Oc3ccccc3OC)CC2)CCC1=O
Energy above the lowest of the compared OMol25 structures with the same formula, charge and spin in kJ/mol: 201.5

Element x y z (Å)
C  3.401  -2.367  2.884
O  3.132  -2.185  1.518
C  4.190  -2.620  0.685
C  3.815  -2.375  -0.776
N  4.016  -1.005  -1.181
C  3.222  0.041  -0.584
C  2.428  0.760  -1.687
C  1.591  1.856  -1.030
O  2.001  3.001  -0.955
N  0.404  1.498  -0.490
C  -0.178  0.169  -0.505
C  -1.666  0.226  -0.180
C  -1.914  0.787  1.228
O  -3.172  1.442  1.303
C  -4.340  0.795  1.012
C  -5.361  1.628  0.566
C  -6.622  1.142  0.276
C  -6.875  -0.207  0.421
C  -5.875  -1.054  0.867
C  -4.608  -0.576  1.179
O  -3.598  -1.381  1.651
C  -3.842  -2.758  1.799
C  -0.864  1.857  1.559
C  -0.321  2.492  0.287
C  3.412  1.347  -2.711
C  4.825  0.768  -2.562
C  4.810  -0.710  -2.240
O  5.450  -1.549  -2.844
H  2.527  -2.010  3.425
H  4.283  -1.796  3.195
H  3.568  -3.426  3.117
H  5.115  -2.079  0.932
H  4.366  -3.694  0.845
H  2.767  -2.662  -0.916
H  4.450  -2.983  -1.425
H  2.567  -0.413  0.157
H  3.863  0.770  -0.075
H  1.787  0.025  -2.177
H  -0.059  -0.277  -1.496
H  0.323  -0.482  0.224
H  -2.086  -0.776  -0.263
H  -2.174  0.865  -0.905
H  -1.868  -0.019  1.969
H  -5.133  2.677  0.460
H  -7.393  1.813  -0.066
H  -7.850  -0.612  0.194
H  -6.098  -2.102  0.984
H  -2.908  -3.180  2.167
H  -4.636  -2.951  2.527
H  -4.099  -3.228  0.844
H  -0.042  1.411  2.120
H  -1.334  2.619  2.180
H  -1.141  2.914  -0.302
H  0.382  3.295  0.515
H  3.046  1.152  -3.719
H  3.454  2.429  -2.570
H  5.349  1.279  -1.750
H  5.397  0.919  -3.477



Below is a molecular structure, C34H51N3NiO3SSbSi3 in a non-equilibrium geometry, with properties calculated with the ωB97M-V functional and the def2-TZVPD basis.

Values from the calculation:
Charge: +1
HOMO-LUMO gap (spin up / spin down) in eV: 8.3 / 8.9
HOMO (spin up / spin down) in eV: -10.230 / -10.984
Total energy in hartree: -4731.29344
Molar mass in g/mol: 846.58
LUMO energy (spin up / spin down) in eV: -1.9 / -2.1
<S²>: 2.01
2S+1: 3
Energy above the lowest of the compared OMol25 structures with the same formula, charge and spin in kJ/mol: 0.0

Element x y z (Å)
Ni  -0.707  -1.812  -0.441
C  0.988  -4.464  3.430
Si  0.155  -3.896  1.832
C  0.923  -5.018  0.477
C  -1.623  -4.595  1.989
C  0.115  -2.046  1.447
Si  1.828  -1.434  1.793
C  2.222  0.238  0.958
C  2.224  -1.217  3.602
C  3.190  -2.571  1.092
Si  -1.151  -1.243  2.480
C  -1.438  -1.808  4.235
C  -0.835  0.615  2.532
C  -2.770  -1.165  1.555
C  -4.032  -0.892  2.083
C  -5.059  -0.679  1.182
C  -4.781  -0.743  -0.173
C  -3.496  -0.979  -0.612
N  -2.524  -1.238  0.256
H  0.749  -5.513  3.525
H  0.547  -3.942  4.311
H  2.064  -4.417  3.428
H  0.928  -6.046  0.841
H  1.971  -4.803  0.235
H  0.353  -4.987  -0.445
H  -1.843  -5.566  1.477
H  -2.417  -3.860  1.748
H  -1.853  -4.731  3.059
H  2.092  1.044  1.740
H  1.575  0.456  0.119
H  3.266  0.223  0.622
H  1.507  -0.499  4.039
H  3.221  -0.805  3.649
H  2.217  -2.157  4.174
H  2.972  -2.833  0.075
H  3.275  -3.461  1.720
H  4.154  -2.072  1.059
H  -0.565  -1.629  4.889
H  -1.677  -2.883  4.337
H  -2.249  -1.215  4.670
H  0.059  0.927  3.076
H  -1.677  1.089  3.033
H  -0.733  0.951  1.497
H  -4.202  -0.776  3.157
H  -6.034  -0.381  1.538
H  -5.563  -0.594  -0.913
H  -3.215  -0.954  -1.651
C  -1.774  -1.807  -5.192
O  -0.561  -2.259  -4.618
C  -0.519  -2.201  -3.279
O  -1.463  -1.968  -2.548
N  0.727  -2.485  -2.877
N  1.053  -2.375  -1.517
H  -1.636  -1.832  -6.266
H  -1.988  -0.797  -4.872
H  -2.639  -2.448  -4.941
H  1.475  -2.643  -3.541
H  1.798  -1.704  -1.388
H  1.372  -3.313  -1.167
O  -1.654  -3.873  -0.839
H  -2.068  -4.373  -0.124
H  -2.381  -3.722  -1.462
S  -0.493  0.666  -1.654
Sb  0.448  2.698  -1.298
C  0.129  3.627  0.510
C  -1.170  4.001  0.816
C  -1.451  4.557  2.063
C  -0.460  4.659  3.023
C  0.842  4.268  2.708
C  1.133  3.765  1.456
C  -0.504  4.057  -2.603
C  -0.962  5.322  -2.235
C  -1.595  6.101  -3.178
C  -1.814  5.628  -4.469
C  -1.381  4.397  -4.816
C  -0.749  3.601  -3.896
C  2.492  2.636  -1.718
C  3.340  3.733  -1.572
C  4.679  3.609  -1.841
C  5.171  2.387  -2.250
C  4.338  1.301  -2.399
C  2.992  1.419  -2.132
H  -1.983  3.874  0.121
H  -2.453  4.900  2.300
H  -0.722  5.103  3.966
H  1.627  4.333  3.450
H  2.144  3.467  1.259
H  -0.776  5.719  -1.242
H  -2.028  7.039  -2.843
H  -2.295  6.228  -5.206
H  -1.558  4.059  -5.801
H  -0.487  2.588  -4.178
H  2.999  4.726  -1.235
H  5.348  4.450  -1.757
H  6.204  2.326  -2.524
H  4.754  0.398  -2.755
H  2.342  0.539  -2.166